Entry 1:
Formula: C3H4N2O
Source: OMol25
Level of theory: ωB97M-V with the def2-TZVPD basis set

XYZ file:
```
10
Properties=species:S:1:pos:R:3:forces:R:3
C -0.4812 -0.3992 1.3554 0.48 -0.64 -0.84
C 0.6218 -0.7377 0.6821 -1.51 2.44 -3.78
C -0.9076 0.6134 -0.5067 -0.36 0.38 0.19
N -1.3793 0.3600 0.6582 -1.17 0.05 2.10
N 0.2600 0.0011 -0.7363 0.90 -1.43 4.75
O 1.0275 0.1876 -1.7797 2.16 0.26 -3.14
H -0.6147 -0.8577 2.2975 -0.81 0.15 1.06
H 1.3622 -1.4668 0.9331 0.59 0.06 -0.70
H -1.5158 1.3115 -1.0852 0.94 -0.43 -0.77
H 1.6271 0.9878 -1.8184 -1.21 -0.85 1.13
```
Positions in Å, forces in eV/Å.

Computed properties:
**Total energy**: -301.3463 hartree
**LUMO**: 0.020 hartree
**Structure (SMILES)**: On1ccnc1
**HOMO-LUMO gap**: 0.3607 Ha
**Spin multiplicity**: 1

=====

Entry 2:
Formula: C33H32BCrN14
Source: OMol25
Level of theory: ωB97M-V with the def2-TZVPD basis set

XYZ file:
```
81
Properties=species:S:1:pos:R:3:forces:R:3
Cr -0.0349 -0.9170 -0.0556 0.31 -0.21 0.27
C 0.0950 1.8699 -3.2033 -0.08 0.03 0.04
C 0.5296 0.7117 -2.5781 0.05 0.16 -0.08
N -0.1444 0.5246 -1.4407 -0.02 -0.09 -0.08
N -1.0290 1.5400 -1.3242 -0.11 0.40 -0.10
C -0.9034 2.3626 -2.3794 0.14 -0.08 0.03
B -2.0411 1.4980 -0.1467 -0.08 -0.02 -0.13
N -2.7588 0.1176 -0.2677 -0.19 0.13 -0.07
C -4.0496 -0.1689 -0.4838 -0.02 -0.12 0.06
C -4.1917 -1.5449 -0.5468 0.05 0.02 -0.10
C -2.9055 -2.0372 -0.3732 -0.11 0.00 0.12
N -2.0455 -1.0256 -0.2124 0.03 -0.27 0.04
N -1.2122 1.4662 1.1682 0.20 -0.17 -0.04
C -1.0368 2.4986 2.0547 0.18 0.30 0.42
C 0.0252 2.2600 2.8446 -0.15 -0.19 -0.32
C 0.6471 0.9886 2.3636 0.41 0.32 -0.04
N -0.3044 0.5003 1.3754 0.10 -0.17 0.08
N -3.0374 2.6178 -0.0676 -0.22 -0.23 0.18
C -4.0435 2.6931 0.8571 0.06 -0.05 0.04
C -4.6769 3.8916 0.6924 -0.04 0.06 -0.02
C -3.9845 4.5073 -0.3717 0.03 -0.06 0.07
N -3.0054 3.7455 -0.8132 0.25 0.07 -0.28
H 0.4423 2.2911 -4.1301 -0.01 -0.01 0.01
H 1.2883 0.0193 -2.9076 -0.04 -0.04 0.08
H -1.5282 3.2329 -2.4608 -0.08 0.05 0.04
H -4.7869 0.6117 -0.5646 0.03 0.02 -0.03
H -5.0940 -2.1063 -0.7126 -0.01 0.02 0.04
H -2.5769 -3.0633 -0.3349 0.05 0.03 -0.05
H -1.7152 3.3367 2.0619 -0.03 -0.04 -0.09
H 0.3887 2.8589 3.6618 -0.02 0.08 -0.05
H 0.8005 0.2702 3.1782 0.00 0.00 0.02
H -4.2176 1.8951 1.5630 -0.01 0.03 -0.01
H -5.5176 4.2769 1.2430 0.02 -0.03 0.01
H -4.1614 5.4706 -0.8215 0.00 0.00 -0.02
C 2.7285 -0.1113 1.3450 -0.02 0.15 0.10
N 2.1107 -0.6720 0.1261 -0.22 0.14 -0.17
C 2.8271 -1.8612 -0.3616 0.01 -0.08 0.02
C 1.9642 -2.5234 -1.3824 0.02 -0.10 -0.03
N 0.6902 -2.2133 -1.5199 0.00 0.20 0.19
C 0.2012 -2.9995 -2.5631 0.11 -0.21 -0.24
C -1.0544 -3.0535 -3.1641 -0.05 0.05 0.04
C -1.2271 -3.9663 -4.1849 -0.07 0.04 0.00
C -0.1886 -4.8073 -4.6078 0.11 -0.02 0.02
C 1.0686 -4.7444 -4.0403 0.07 -0.02 -0.05
C 1.2419 -3.8186 -3.0205 -0.33 0.11 0.12
N 2.3437 -3.4811 -2.2427 0.09 0.02 -0.05
C 2.0730 1.2328 1.6954 -0.34 -0.11 0.06
N 1.8929 2.0214 0.4977 -0.05 0.04 -0.14
C 2.3492 3.2410 0.7643 0.04 -0.13 0.26
C 2.2749 4.4113 -0.0227 0.04 0.10 -0.04
C 2.7670 5.5764 0.5094 -0.06 0.00 -0.18
C 3.3564 5.6166 1.7887 0.04 -0.10 0.10
C 3.4719 4.4789 2.5775 0.07 0.04 0.08
C 2.9666 3.3041 2.0612 -0.09 0.01 -0.18
N 2.9244 2.0310 2.5643 0.01 -0.20 0.19
H 3.7918 0.0834 1.1814 0.00 -0.10 -0.07
H 2.6242 -0.8296 2.1617 0.02 -0.02 0.00
H 2.1929 0.0778 -0.5691 0.00 0.06 0.06
H 3.0079 -2.5407 0.4758 -0.05 0.01 0.00
H 3.8014 -1.6027 -0.7863 0.01 0.02 0.04
H -1.8546 -2.3943 -2.8574 -0.01 0.00 0.01
H -2.1848 -4.0294 -4.6835 0.00 -0.01 0.03
H -0.3724 -5.5181 -5.4015 0.00 0.03 -0.02
H 1.8776 -5.3779 -4.3789 -0.03 -0.01 -0.01
H 3.2728 -3.8575 -2.3479 0.02 0.04 0.05
H 1.8240 4.3778 -1.0055 -0.02 -0.02 0.02
H 2.7022 6.4930 -0.0611 0.01 -0.01 0.00
H 3.7321 6.5583 2.1647 0.00 0.00 -0.01
H 3.9386 4.5142 3.5532 -0.01 0.04 -0.02
H 3.0836 1.8144 3.5352 -0.04 0.04 -0.01
C -0.1511 -4.8150 3.0256 -0.02 0.07 -0.07
C -0.0292 -3.5310 3.5328 0.00 -0.15 0.00
C 0.0036 -2.4650 2.6553 -0.02 0.19 0.11
N -0.0604 -2.5976 1.3228 0.01 -0.07 -0.13
C -0.2012 -3.8474 0.8449 0.03 -0.13 -0.02
C -0.2513 -4.9681 1.6506 -0.01 0.01 0.10
H -0.1804 -5.6738 3.6825 0.00 0.01 0.01
H 0.0332 -3.3582 4.5978 -0.01 0.06 -0.02
H 0.0621 -1.4589 3.0395 -0.02 0.00 -0.06
H -0.2854 -3.9633 -0.2257 0.02 0.06 -0.04
H -0.3734 -5.9454 1.2059 0.01 0.02 -0.04
```
Positions in Å, forces in eV/Å.

Computed properties:
**Total energy**: -3112.3421 hartree
**LUMO (spin up / spin down)**: -0.185 / -0.231 hartree
**Charge**: +2
**HOMO-LUMO gap (spin up / spin down)**: 0.2471 / 0.2564 Ha
**Spin multiplicity**: 6
**<S²>**: 8.82

=====

Entry 3:
Formula: C20H25FN2O2
Source: OMol25
Level of theory: ωB97M-V with the def2-TZVPD basis set

XYZ file:
```
50
Properties=species:S:1:pos:R:3:forces:R:3
C -5.7985 -2.6657 0.8751 -0.16 -0.16 0.06
H -6.3913 -2.4176 1.7621 0.01 -0.01 -0.05
H -6.4689 -2.8314 0.0249 0.02 0.02 0.04
O -4.8386 -1.6793 0.5978 0.15 0.51 -0.09
C -5.2645 -0.4084 0.2940 0.16 -0.03 0.05
C -6.6005 -0.0356 0.2968 -0.09 -0.15 0.03
C -6.9811 1.2724 0.0430 -0.01 0.03 -0.01
C -6.0189 2.2254 -0.2253 -0.10 0.07 0.05
C -4.6872 1.8592 -0.2570 -0.06 -0.15 0.07
C -4.2729 0.5517 -0.0049 -0.40 0.01 -0.06
N -2.9119 0.2724 -0.1016 0.25 -0.12 0.07
C -2.4124 -1.0489 -0.3914 0.27 -0.19 -0.42
C -1.0723 -0.9083 -1.1151 -0.20 -0.15 0.10
N -0.1221 -0.1988 -0.2769 -0.02 -0.03 -0.12
C -0.6418 1.1241 0.0198 -0.10 0.02 0.30
C -1.9827 0.9945 0.7374 0.25 0.23 0.01
H -2.3795 1.9821 0.9717 0.03 -0.05 0.00
H -1.8183 0.4494 1.6816 -0.01 0.09 0.00
H 0.0618 1.6468 0.6686 -0.01 0.04 -0.01
H -0.7783 1.7154 -0.9043 0.01 0.00 0.05
C 1.2048 -0.1634 -0.8621 0.20 0.03 0.23
C 2.2737 0.1737 0.1770 0.25 -0.07 -0.27
C 3.6742 -0.0634 -0.3766 -0.33 0.03 -0.11
O 4.5992 0.2980 0.6286 -0.05 0.07 0.17
C 5.9279 0.1712 0.3793 0.32 0.00 0.01
C 6.7775 0.5345 1.4281 -0.24 -0.06 -0.17
C 8.1458 0.4485 1.2890 0.12 -0.07 -0.18
C 8.6685 -0.0050 0.0896 -0.14 -0.04 -0.11
C 7.8523 -0.3698 -0.9611 0.36 0.07 0.22
C 6.4773 -0.2819 -0.8164 -0.37 0.05 0.12
H 5.8491 -0.5696 -1.6440 -0.09 -0.02 -0.05
H 8.2881 -0.7193 -1.8837 0.07 -0.03 -0.08
F 10.0107 -0.0921 -0.0549 -0.05 0.01 0.02
H 8.8081 0.7263 2.0932 0.08 0.03 0.08
H 6.3345 0.8828 2.3471 -0.05 0.04 0.12
H 3.8314 0.5499 -1.2754 0.05 -0.09 0.05
H 3.8013 -1.1209 -0.6470 0.03 0.09 -0.01
H 2.2033 1.2161 0.4870 0.00 0.03 0.05
H 2.1236 -0.4515 1.0570 -0.02 0.00 0.04
H 1.4145 -1.1610 -1.2590 -0.03 0.03 -0.06
H 1.2643 0.5508 -1.7043 -0.03 -0.08 -0.02
H -0.6753 -1.9035 -1.3285 0.00 0.01 -0.02
H -1.2351 -0.3821 -2.0732 -0.01 -0.05 0.02
H -3.1153 -1.5701 -1.0394 0.06 -0.01 0.06
H -2.2617 -1.6398 0.5236 -0.03 -0.02 -0.10
H -3.9367 2.5972 -0.4971 0.10 0.03 -0.07
H -6.3014 3.2482 -0.4241 -0.02 0.08 -0.02
H -8.0277 1.5354 0.0619 -0.09 0.02 0.00
H -7.3654 -0.7621 0.5217 -0.02 -0.10 0.02
H -5.2321 -3.5763 1.0673 -0.09 0.03 0.00
```
Positions in Å, forces in eV/Å.

Computed properties:
**Total energy**: -1136.9265 hartree
**LUMO**: 0.030 hartree
**Structure (SMILES)**: COc1ccccc1N1CCN(CCCOc2ccc(F)cc2)CC1
**HOMO-LUMO gap**: 0.3095 Ha
**Spin multiplicity**: 1

=====

We obtain relative energy (zero: lowest compared OMol25 entry of this formula, charge and spin) values of 3.835 0.037 0.902 eV for the records listed above, in that order.